<P>
18
Properties=species:S:1:pos:R:3 method="wB97M-V/def2-TZVPD" orbital_gap_ev=9.739 homo_energy_ev=-9.094 smiles="C[C@H](O)C(N)=O.N=C=N" lumo_energy_ev=0.645
C 1.4345 1.1979 -0.9031
C 0.6911 -0.0732 -0.5220
O 0.5654 -0.8423 -1.7195
C -0.8842 0.4106 0.0644
N -1.6812 0.5772 -1.0462
O -0.8916 1.2659 0.9396
H 1.5446 1.8659 -0.0533
H 0.9366 1.7301 -1.7124
H 2.4280 0.9559 -1.2816
H 1.2854 -0.6079 0.2255
H 0.3860 -1.7605 -1.4967
H -1.3541 0.1688 -1.9109
H -2.0878 1.4920 -1.1716
N -1.4456 -1.6826 1.5160
C -0.3951 -1.4310 2.1199
N 0.5186 -0.9025 2.7035
H -2.2355 -2.0402 2.0436
H 1.1849 -0.3240 2.2047

***

<Q>
18
Properties=species:S:1:pos:R:3 method="wB97M-V/def2-TZVPD" orbital_gap_ev=8.680 homo_energy_ev=-8.368 lumo_energy_ev=0.312
C -1.2620 -0.6094 -1.9783
N 0.3994 0.7289 1.1467
C -0.2418 1.2775 -0.4035
C -0.2469 -0.9302 0.3331
C -0.5499 -0.2426 -0.7278
N 1.8145 0.8072 1.2886
N -0.3836 -1.9968 1.0891
O 0.9334 1.6762 -1.0667
O -1.2396 2.0182 -0.4224
H 1.6666 1.2274 -0.6028
H -0.1295 1.1658 1.9024
H 2.1169 1.6674 1.7417
H 2.1602 0.0136 1.8227
H 0.1532 -2.8264 0.8660
H -0.9150 -1.9429 1.9487
H -1.8310 -1.5371 -1.9044
H -0.5160 -0.7054 -2.7721
H -1.9290 0.2086 -2.2609

***

Which structure is most stable? <P>, by 0.0695 hartree over the runner-up.

***

<P>
40
Properties=species:S:1:pos:R:3 method="wB97M-V/def2-TZVPD" orbital_gap_ev=10.560 homo_energy_ev=-11.027 lumo_energy_ev=-0.467
Ar 0.0939 -0.3070 0.0587
O -1.0928 0.9839 -3.2728
H -0.9493 1.4591 -2.4544
H -0.2127 0.7913 -3.5960
O -1.0920 2.4869 1.9140
H -1.4844 2.4283 1.0429
H -1.6590 1.9517 2.4692
O 1.8820 -0.8073 2.9011
H 0.9945 -0.4496 2.8775
H 1.8103 -1.5914 3.4454
O 0.9631 -4.2905 1.1498
H 0.5003 -3.5341 1.5102
H 1.8025 -4.2997 1.6098
O 3.2055 1.7584 0.0350
H 3.5295 2.6424 0.2072
H 2.5145 1.6254 0.6838
O -1.9236 -1.6347 -3.7076
H -1.1388 -1.8093 -4.2270
H -1.7988 -0.7455 -3.3758
O 1.6881 -0.1481 -3.0012
H 1.7120 0.7506 -2.6726
H 1.6097 -0.6890 -2.2154
O -1.1283 -0.7150 3.5171
H -0.8879 -0.4238 4.3967
H -1.9011 -0.1956 3.2952
O 1.6413 2.7673 -2.2755
H 0.9910 3.4457 -2.0930
H 1.9808 2.5225 -1.4147
O -2.3699 -3.4716 0.9273
H -1.9412 -3.4821 1.7831
H -1.6551 -3.3496 0.3024
O -1.9646 2.3001 -0.8556
H -2.8417 2.5756 -1.1222
H -1.3838 2.9750 -1.2072
O -0.8204 -3.0915 -1.4096
H -1.3672 -2.6904 -2.0852
H -1.2051 -3.9572 -1.2721
O 1.6453 2.7930 2.5367
H 1.4732 2.6521 3.4677
H 0.7803 2.7737 2.1272

***

<Q>
40
Properties=species:S:1:pos:R:3 method="wB97M-V/def2-TZVPD" orbital_gap_ev=10.477 homo_energy_ev=-10.533 lumo_energy_ev=-0.057
Ar -0.0050 0.0917 0.3269
O -1.8813 -1.6995 3.0603
H -1.1951 -2.2627 2.7023
H -2.4214 -2.2862 3.5898
O -3.9318 -0.2938 1.2849
H -3.2888 -0.9380 1.5811
H -4.5238 -0.7887 0.7184
O -1.2827 -1.1550 -3.2129
H -1.4804 -0.9226 -4.1202
H -2.1210 -1.4416 -2.8505
O 1.6655 3.4004 2.9850
H 1.9558 2.8920 2.2277
H 2.0133 4.2789 2.8319
O 1.4963 -0.2585 -3.0908
H 1.9069 -0.7724 -3.7861
H 0.5930 -0.5736 -3.0608
O 0.5001 -3.4287 -1.6413
H 1.1086 -3.9563 -2.1586
H 0.2947 -2.6806 -2.2020
O -3.2147 1.4843 -0.8057
H -3.3822 0.9432 -0.0340
H -4.0827 1.6589 -1.1694
O 2.9742 2.0253 0.4546
H 3.1613 2.9063 0.1305
H 3.6699 1.8499 1.0882
O -0.2950 -3.8765 2.4743
H 0.2674 -4.1606 3.1949
H 0.3072 -3.4934 1.8365
O 3.8679 -0.3621 -1.3547
H 3.4229 0.2755 -0.7964
H 3.3260 -0.4110 -2.1422
O 2.1357 -2.7462 1.4826
H 2.6000 -2.7343 0.6456
H 2.4134 -1.9427 1.9225
O -2.2733 3.8416 0.0737
H -2.4504 3.6000 0.9828
H -2.4275 3.0378 -0.4226
O 0.4684 3.8184 -0.7105
H 0.5307 3.4778 -1.6029
H -0.4220 3.6029 -0.4330

***

Which structure is most stable? <Q>, by 0.0083 hartree over the runner-up.

***

<P>
7
Properties=species:S:1:pos:R:3 method="wB97M-V/def2-TZVPD" orbital_gap_ev=10.205 homo_energy_ev=-10.009 smiles=FC1(F)S[C@H]1Br lumo_energy_ev=0.196
F 1.0741 1.9549 -0.9721
C -0.0898 1.7088 -0.2908
F -1.0679 2.3258 -0.9123
S -0.1687 1.4994 1.5469
C -0.4791 0.3250 0.2214
Br -2.4093 -0.0716 -0.0188
H 0.0980 -0.4988 0.3988

***

<Q>
7
Properties=species:S:1:pos:R:3 method="wB97M-V/def2-TZVPD" orbital_gap_ev="4.914 / 4.946" homo_energy_ev="-8.871 / -8.898" lumo_energy_ev="-3.957 / -3.952"
C -0.2282 0.4111 -0.4011
C -1.4292 0.0313 -0.2421
F 0.3091 1.5748 -0.4486
F -2.4531 0.9549 -0.3347
S 3.1285 -0.0689 0.4016
Br -1.7855 -1.7514 0.1525
H 2.4584 -1.1518 0.8723

***

Which structure is most stable? <P>, by 0.2067 hartree over the runner-up.

***

<P>
19
Properties=species:S:1:pos:R:3 method="wB97M-V/def2-TZVPD" orbital_gap_ev=9.383 homo_energy_ev=-8.745 smiles="C=CC.C=CS.S" lumo_energy_ev=0.638
C -0.4151 2.2792 -0.4565
C 0.6478 1.4542 -0.5923
C 0.9173 0.5044 -1.7738
H -1.1062 2.4808 -1.2776
H -0.6125 2.8373 0.5158
H 1.2917 1.4295 0.3041
H 0.8062 1.1850 -2.6747
H 1.6820 -0.2493 -1.9645
H -0.0156 -0.1455 -1.6340
C 2.0526 -2.4868 1.4252
C 0.9870 -1.7634 1.6730
S -0.5556 -1.8660 0.9097
H 2.0811 -3.1723 0.5478
H 2.8868 -2.5523 2.1970
H 1.1226 -1.1185 2.6122
H -0.1401 -2.8343 -0.1164
S -3.5352 1.6519 -0.3034
H -3.1608 0.9650 0.6973
H -4.9342 1.4011 -0.0890

***

<Q>
19
Properties=species:S:1:pos:R:3 method="wB97M-V/def2-TZVPD" orbital_gap_ev=9.097 homo_energy_ev=-8.293 smiles=CCCSSCC lumo_energy_ev=0.804
C 2.7873 0.5350 -0.8298
C 2.2447 -0.5242 0.1107
C 1.1046 -0.0871 1.0837
S 0.3397 1.5256 0.8110
S -1.1025 1.1646 -0.6389
C -2.0501 -0.1632 0.1325
C -3.5101 -0.1717 -0.3766
H 3.2082 1.3802 -0.2878
H 3.5332 0.1115 -1.4892
H 1.9548 0.8987 -1.4336
H 1.8370 -1.3269 -0.5101
H 2.9808 -1.0439 0.7199
H 1.6452 0.0434 2.0269
H 0.3342 -0.8354 1.2417
H -2.1043 -0.0100 1.2079
H -1.5905 -1.1026 -0.1684
H -4.2335 -0.5397 0.3445
H -3.7967 0.8479 -0.6183
H -3.5820 -0.7023 -1.3261

***

<R>
19
Properties=species:S:1:pos:R:3 method="wB97M-V/def2-TZVPD" orbital_gap_ev=9.290 homo_energy_ev=-8.609 smiles=CCCSSCC lumo_energy_ev=0.681
C -1.0079 -3.0914 -1.4433
C -1.8163 -1.8188 -1.5351
C -1.4341 -0.7566 -0.5038
S 0.2802 -0.2003 -0.7289
S 0.7174 0.4256 1.2362
C 0.6737 2.2301 1.0506
C 2.0093 2.8695 1.4737
H 0.0145 -2.9407 -1.7931
H -1.4623 -3.8518 -2.0788
H -0.9047 -3.4773 -0.4285
H -2.8594 -2.0959 -1.3600
H -1.7473 -1.4216 -2.5514
H -2.0716 0.1245 -0.5394
H -1.5236 -1.2399 0.4689
H 0.5241 2.4536 -0.0014
H -0.1276 2.7124 1.6046
H 2.9115 2.4315 1.0481
H 2.1271 2.6823 2.5458
H 2.0158 3.9362 1.2710

***

<S>
19
Properties=species:S:1:pos:R:3 method="wB97M-V/def2-TZVPD" orbital_gap_ev=9.338 homo_energy_ev=-8.503 smiles=CCCSCSC lumo_energy_ev=0.836
C -0.8702 -0.3602 -4.1945
C -1.1166 -1.2310 -2.9023
C -0.1937 -0.7310 -1.7228
S -0.2630 -1.8487 -0.3257
C -1.4918 -0.8210 0.4087
S -0.8333 0.8110 1.0336
C 0.4136 0.2971 2.2916
H -1.8605 -0.1723 -4.6884
H -0.1803 -0.8304 -4.8788
H -0.2904 0.5524 -4.0018
H -0.9323 -2.2793 -3.1131
H -2.1825 -1.0490 -2.5513
H 0.8234 -0.5981 -2.1097
H -0.6725 0.2087 -1.4831
H -2.2356 -0.7164 -0.3734
H -2.0282 -1.3689 1.1884
H 1.0030 1.2074 2.7003
H -0.1185 -0.2395 3.0811
H 1.1206 -0.5165 1.8707

***

Which structure is most stable? <R>, by 0.0088 hartree over the runner-up.

***

<P>
17
Properties=species:S:1:pos:R:3 method="wB97M-V/def2-TZVPD" orbital_gap_ev=9.562 homo_energy_ev=-9.078 smiles=OCCCSS.O lumo_energy_ev=0.484
O -0.2911 -1.3101 0.1312
C 1.0986 -1.1397 -0.2667
C 1.6840 0.0780 0.3656
C 1.5246 1.2885 -0.5636
S 1.5223 3.0190 0.0201
S 0.3518 2.9296 1.7208
H -0.8036 -1.9129 -0.3356
H 1.5406 -2.0646 0.1517
H 1.2636 -1.2208 -1.3804
H 1.0652 0.2079 1.2470
H 2.6523 -0.1544 0.6251
H 2.3698 1.3505 -1.3129
H 0.5286 1.2326 -1.0704
H -0.9677 3.1452 1.4769
O -4.2304 -2.1081 -0.3142
H -4.1329 -1.2095 0.1417
H -5.1758 -2.1313 -0.6364

***

<Q>
17
Properties=species:S:1:pos:R:3 method="wB97M-V/def2-TZVPD" orbital_gap_ev=9.635 homo_energy_ev=-9.022 smiles=OCCCSS.O lumo_energy_ev=0.613
O 1.2486 0.3488 0.0788
C 0.7284 1.0183 -1.0499
C -0.7809 1.2470 -0.8366
C -1.5972 -0.0074 -1.1558
S -3.2670 -0.1624 -0.4632
S -3.0006 0.2374 1.4940
H 2.0429 -0.1385 -0.1981
H 1.1870 2.0021 -1.1558
H 0.7716 0.4574 -1.9892
H -0.9715 1.5317 0.1981
H -1.0828 2.0459 -1.5090
H -1.7042 -0.1258 -2.2369
H -0.9893 -0.8696 -0.8581
H -2.7467 -0.9865 2.0105
O 3.4450 -2.1143 2.1733
H 2.8695 -1.6993 2.7953
H 3.8470 -2.7848 2.7027

***

Which structure is most stable? <Q>, by 0.0252 hartree over the runner-up.

***

<P>
17
Properties=species:S:1:pos:R:3 method="wB97M-V/def2-TZVPD" orbital_gap_ev=8.769 homo_energy_ev=-8.461 smiles=OCCCSS.O lumo_energy_ev=0.308
O 1.2972 -0.6026 0.5785
C 0.5057 0.0628 1.5646
C -0.0907 1.3934 1.2096
C -0.7405 1.4299 -0.1980
S 0.6072 1.4923 -1.5529
S 0.9998 -0.0637 -2.8765
H 0.8178 -1.3719 0.2629
H 1.1399 0.1250 2.4538
H -0.2950 -0.6602 1.8416
H 0.5394 2.2906 1.2788
H -0.9606 1.6604 1.8433
H -1.2848 2.3726 -0.2307
H -1.4297 0.6296 -0.4187
H 1.3734 -0.9481 -1.9205
O -0.7043 -2.5316 -0.8819
H -1.3461 -3.1597 -1.2327
H -0.4288 -2.1187 -1.7210

***

<Q>
17
Properties=species:S:1:pos:R:3 method="wB97M-V/def2-TZVPD" orbital_gap_ev=4.093 homo_energy_ev=-8.932 lumo_energy_ev=-4.839
C -1.3563 -0.6862 -1.3389
C -0.8894 0.2335 -0.2250
O 0.4276 -0.1323 0.1597
C -0.9627 -2.1473 -1.1699
S -1.2101 -3.1448 -2.6441
S 1.6365 2.3669 1.8986
H -0.9809 -0.3092 -2.2919
H -2.4334 -0.5698 -1.5007
H -0.9291 1.2732 -0.5720
H -1.5608 0.1756 0.6389
H 0.8763 0.6211 0.5660
H -1.4959 -2.5530 -0.3124
H 0.0989 -2.1996 -0.9292
H -2.5454 -3.0984 -2.6995
H 3.0001 3.3581 3.3232
H 4.5228 3.4592 3.2336
O 3.8016 3.3532 3.8636

***

Which structure is most stable? <P>, by 0.1310 hartree over the runner-up.